Record 1
79
Properties=species:S:1:pos:R:3:forces:R:3 method="wB97M-V/def2-TZVPD" energy_ev=-48435.079 spin_multiplicity=1 smiles="CN(C)c1ccc(C(=C[C@H](c2ccc(N(C)C)cc2)[C@H](c2ccc(C#N)cc2)[N+](=O)[O-])c2ccc(N(C)C)cc2)cc1" charge=0 gap_ev=6.76 lumo_energy_ev=-0.1
C 5.27265 0.50773 5.30295 0.3 0.2 -0.4
N 4.48758 1.49784 4.56909 0.4 0.1 0.8
C 4.72441 2.87596 4.95849 -0.2 0.1 0.1
C 3.66080 1.15284 3.53640 -0.3 -0.2 -0.4
C 2.62553 2.02229 3.08233 0.6 -0.6 0.2
C 1.77347 1.62661 2.07824 0.3 -0.4 0.0
C 1.95646 0.41489 1.38508 1.0 0.3 0.3
C 0.99965 0.09033 0.32491 -0.9 1.3 -0.7
C 0.17125 1.10293 -0.15204 1.4 -0.9 0.5
C -1.08747 0.89030 -0.88001 -1.5 -2.9 -1.5
C -1.45436 1.95122 -1.91979 0.0 -0.9 0.0
C -2.35380 1.62506 -2.96592 0.4 0.7 0.6
C -2.98447 2.63340 -3.66229 -0.1 0.8 -0.3
C -2.65847 4.01099 -3.45901 0.6 -1.0 0.9
N -3.38346 5.00024 -4.05406 -0.3 0.5 -0.4
C -3.00814 6.39633 -3.95233 0.2 -0.1 -0.1
C -4.66494 4.77888 -4.70068 0.0 0.2 0.0
C -1.54976 4.28127 -2.59441 -0.8 0.3 -0.9
C -0.95044 3.25573 -1.88711 -0.3 -0.2 0.6
C -2.39217 0.32151 0.03846 -0.9 2.1 1.3
C -2.17347 -0.86439 0.98378 0.5 0.5 0.0
C -2.38189 -2.18172 0.59700 0.2 -1.3 -0.5
C -1.94736 -3.25647 1.38343 -0.4 0.2 -0.4
C -1.38375 -3.03578 2.63326 0.1 -0.2 -0.3
C -0.93432 -4.16491 3.41165 1.4 -2.6 1.6
N -0.52458 -5.10754 3.99428 -1.3 2.9 -1.7
C -1.22423 -1.73042 3.06676 -0.1 0.9 0.5
C -1.65420 -0.65556 2.27482 0.4 0.1 0.2
N -3.61736 0.01491 -0.86309 -0.2 1.1 -1.1
O -4.53995 0.85483 -0.90809 1.9 -2.0 0.3
O -3.54417 -0.98866 -1.59325 -0.4 1.7 1.0
C 0.95545 -1.28190 -0.17727 0.0 -1.0 -0.1
C 0.61591 -1.56060 -1.52648 0.1 1.6 0.6
C 0.44678 -2.82062 -1.99949 -0.1 -1.5 -0.8
C 0.85209 -3.93120 -1.21118 0.6 0.6 1.2
N 0.90340 -5.20262 -1.71083 -0.2 0.0 -0.2
C 1.83787 -6.20531 -1.26406 -0.2 -0.1 0.1
C 0.01045 -5.67715 -2.73897 0.4 -0.1 -0.2
C 1.31892 -3.66944 0.12457 -0.6 -0.2 -1.3
C 1.30456 -2.38221 0.63074 -0.1 -0.1 -0.2
C 3.05711 -0.39971 1.78362 -0.7 0.2 -0.3
C 3.82209 -0.10533 2.89141 -0.3 0.9 0.3
H 4.84195 -0.49189 5.20194 0.0 0.3 0.1
H 6.32780 0.46921 4.94743 -0.5 0.0 0.2
H 5.29058 0.76664 6.37052 -0.1 0.0 -0.2
H 4.25258 3.56794 4.24435 0.4 -0.3 0.3
H 4.31679 3.09319 5.96200 0.1 -0.1 -0.3
H 5.80788 3.07964 4.99628 -0.3 0.0 -0.1
H 2.44472 2.97518 3.55061 0.1 0.0 0.2
H 0.93634 2.27701 1.81888 0.3 -0.3 0.2
H 0.56576 2.13399 -0.07611 -0.7 -0.8 0.4
H -1.16601 -0.13846 -1.29597 1.3 1.0 -1.0
H -2.54136 0.59414 -3.25231 -0.2 0.1 0.4
H -3.80428 2.37851 -4.33650 0.5 0.0 0.0
H -1.91990 6.51503 -4.03526 -0.3 0.0 0.0
H -3.48804 6.95694 -4.76916 0.3 -0.2 0.2
H -3.34019 6.83809 -3.00516 0.1 0.0 0.0
H -5.13811 3.84823 -4.39209 0.0 0.1 0.1
H -5.32685 5.61747 -4.43860 0.0 -0.3 0.0
H -4.57798 4.76493 -5.79448 0.0 0.0 0.0
H -1.22158 5.30862 -2.41562 0.0 -0.4 -0.2
H -0.10227 3.51448 -1.24617 -0.5 -0.1 -0.1
H -2.64920 1.25062 0.57549 -0.6 -0.7 0.2
H -2.85917 -2.43345 -0.35910 0.5 0.3 0.6
H -2.00355 -4.27508 0.99966 -0.2 0.3 0.1
H -0.75719 -1.55128 4.04556 -0.3 0.0 -0.5
H -1.56833 0.36316 2.68367 0.1 -0.5 -0.4
H 0.51759 -0.70026 -2.21628 -0.1 -0.7 0.5
H 0.07164 -2.98411 -3.03440 0.6 0.2 0.8
H 2.66378 -5.77503 -0.69475 -0.2 0.0 -0.1
H 1.32504 -6.96549 -0.65906 0.2 0.0 0.1
H 2.23595 -6.71005 -2.15121 0.1 0.0 0.1
H -0.80138 -4.97686 -2.93412 0.1 -0.1 0.1
H 0.57725 -5.86585 -3.66468 -0.3 0.1 0.0
H -0.39972 -6.63688 -2.40242 -0.2 0.1 -0.2
H 1.63857 -4.49366 0.75725 -0.1 0.1 -0.1
H 1.60684 -2.26857 1.67629 -0.4 0.1 -0.5
H 3.31979 -1.30375 1.23652 -0.2 0.3 0.1
H 4.54061 -0.82689 3.27604 0.0 0.3 -0.4

=====

Record 2
85
Properties=species:S:1:pos:R:3:forces:R:3 method="wB97M-V/def2-TZVPD" energy_ev=-82339.978 s2=0.764 spin_multiplicity=2 charge=-1 gap_ev="6.81 / 5.95" lumo_energy_ev="2.1 / 1.2"
Sr -1.89608 2.20236 -0.69683 1.8 -2.1 -1.1
N -2.50730 -0.33505 -2.00320 0.0 0.1 0.0
C -3.96781 -0.16456 -1.95021 -0.2 0.1 -0.2
C -4.37250 1.19432 -2.55957 -0.3 0.1 0.1
O -5.11593 1.20666 -3.56220 0.1 -0.2 0.0
N -3.85797 2.21806 -1.90438 -1.1 -0.1 -0.6
C -4.14111 3.54252 -2.41408 0.0 0.0 0.0
C -3.01541 4.54800 -2.09949 -0.4 0.6 -0.5
O -2.92437 5.54303 -2.82978 -0.1 0.0 0.2
O -2.25537 4.28857 -1.10708 -0.5 2.1 -0.3
H -2.23002 -0.50934 -2.96192 0.1 0.0 0.0
H -2.22131 -1.14347 -1.46593 0.0 -0.1 0.0
H -4.27620 -0.18050 -0.90195 0.0 0.0 0.0
H -4.51459 -0.94509 -2.48883 0.0 0.0 0.0
H -5.04400 3.95298 -1.93929 -0.1 0.0 -0.1
H -4.31823 3.53069 -3.49309 0.0 0.1 0.0
C 1.59217 2.76618 1.46270 -0.1 0.0 0.0
C 1.49403 3.49626 0.17042 0.5 0.4 -0.1
N 0.63684 3.27826 -0.77091 -0.2 -0.2 0.0
C 0.78842 4.13796 -1.83807 0.5 0.2 0.1
C 1.82072 5.01442 -1.70498 0.0 0.0 0.1
S 2.60453 4.79129 -0.19519 -0.3 -0.2 0.0
C -0.06901 4.04366 -3.01548 0.0 0.1 -0.4
C -0.29366 5.05136 -3.90071 0.1 -0.1 -0.1
S -1.28564 4.50620 -5.17625 0.1 -0.4 0.2
C -1.35714 2.93979 -4.43182 0.1 0.4 -0.3
N -0.68037 2.85155 -3.32916 0.0 -0.2 0.2
C -2.08884 1.81898 -5.08359 0.0 0.0 0.0
H 0.95856 1.88439 1.42880 0.1 -0.1 0.0
H 1.26091 3.40910 2.27980 0.0 0.0 0.0
H 2.61987 2.46358 1.66104 0.0 0.0 0.0
H 2.14749 5.77027 -2.39842 0.0 0.0 -0.1
H 0.00303 6.08310 -3.83016 0.0 0.0 0.1
H -1.45033 1.32874 -5.82185 0.0 0.0 0.0
H -2.99039 2.17847 -5.57645 0.0 -0.1 0.0
H -2.38385 1.09828 -4.32845 -0.1 0.0 0.0
C 2.20408 -7.76762 1.41241 0.0 0.1 0.0
C 1.73267 -6.34457 1.26626 0.0 0.0 0.0
C 1.09930 -5.68365 2.30763 0.1 0.0 -0.1
C 0.63016 -4.38118 2.15659 -0.1 0.2 0.1
C -0.06806 -3.71609 3.31810 0.1 -0.1 -0.1
C 0.79686 -3.70471 0.94688 -0.2 0.0 -0.1
Te -0.22693 -1.69878 0.51341 0.6 -0.7 0.1
N -0.93580 0.32757 0.74702 0.0 -0.3 0.4
C -1.33871 1.07471 1.73868 0.1 -0.3 0.9
O -1.93931 2.17675 1.55127 0.1 0.1 1.7
C -1.03002 0.74845 3.19049 -0.1 0.0 0.0
C -0.66758 1.81129 4.01426 0.0 0.0 0.0
C -0.32496 1.59322 5.33879 0.0 0.0 0.0
C -0.35974 0.30889 5.86349 0.0 0.0 0.1
C -0.76485 -0.74748 5.06249 -0.1 0.0 0.0
C -1.10222 -0.52718 3.73433 0.0 0.1 -0.1
C 1.72402 -0.86806 0.49850 0.1 0.1 -0.1
C 2.50145 -1.04970 1.63634 0.0 0.0 0.1
C 3.76688 -0.49241 1.72954 0.0 0.0 0.0
C 4.26858 0.24060 0.66417 0.0 0.0 0.0
C 3.49653 0.41772 -0.47371 0.1 0.0 0.0
C 2.21592 -0.12192 -0.57736 -0.2 -0.1 -0.1
C 1.42542 0.07361 -1.84395 0.1 0.1 0.1
C 1.45379 -4.36121 -0.10418 0.0 0.1 -0.1
C 1.70231 -3.67537 -1.42386 0.0 -0.1 0.1
C 1.90994 -5.66357 0.06887 0.0 0.0 0.1
H 2.03066 -8.13349 2.42396 0.0 0.0 0.0
H 3.27029 -7.84880 1.19368 0.0 0.0 0.0
H 1.67251 -8.41856 0.71556 0.0 0.0 0.0
H 0.96339 -6.19615 3.25510 0.0 0.0 0.0
H 0.00716 -4.32159 4.22206 0.0 0.0 0.0
H -1.12796 -3.57103 3.09424 0.0 0.0 0.1
H 0.36451 -2.73578 3.52109 0.0 -0.1 0.0
H -0.66567 2.80790 3.59443 0.0 0.0 0.0
H -0.03732 2.42987 5.96354 0.0 0.0 0.0
H -0.08503 0.13563 6.89669 0.0 0.0 0.0
H -0.82532 -1.74809 5.47371 0.0 0.0 0.0
H -1.43039 -1.34972 3.11629 0.0 0.0 0.0
H 2.11117 -1.63395 2.46063 0.0 0.0 0.0
H 4.35526 -0.63204 2.62769 0.0 0.0 0.0
H 5.25981 0.67386 0.72010 0.0 0.0 0.0
H 3.89349 0.99379 -1.30254 0.0 0.0 0.0
H 1.76208 0.96158 -2.37723 0.0 0.0 0.0
H 0.36528 0.18569 -1.63031 -0.1 0.0 -0.1
H 1.55721 -0.78614 -2.50680 -0.1 0.0 0.0
H 0.78642 -3.22166 -1.80391 0.0 0.0 -0.1
H 2.07942 -4.37733 -2.16797 0.0 0.0 0.0
H 2.43968 -2.87941 -1.29785 0.0 0.0 0.0
H 2.41453 -6.16492 -0.75206 0.0 0.0 0.0

=====

Molecular weight readings, ordered: 559.7, 871.1 g mol⁻¹